The following is a quantum chemistry calculation of C27H39MoN3O2S3Sb as an isolated structure, from the Open Molecules 2025 dataset.

Values from the calculation:
- strongest force on any atom (Eh/bohr) = 0.019
- ΔE to the lowest compared entry with this formula, charge and spin (kJ/mol) = 0.00
- net charge = +1
- molar mass (g/mol) = 751.5
- multiplicity = 3
- HOMO energy (alpha / beta) (eV) = -10.351 / -10.414
- total energy (eV) = -78092.7412

Last column: Löwdin spin population.
Cartesian coordinates (Å):
H  1.7431  3.3873  2.7486  0.00
C  3.5322  -1.4037  -0.0521  0.00
H  1.4902  -1.9589  -2.8358  0.00
C  -2.6443  -1.4845  1.3831  0.00
C  2.0942  -4.4568  1.3285  0.00
H  2.5660  -3.1155  -0.9254  0.00
C  -4.6227  3.6484  -0.8562  0.01
H  1.4581  5.2483  1.3305  0.00
C  -1.5384  -2.1745  -1.9703  0.00
H  3.0436  -3.9355  1.4705  0.00
H  -5.3189  -0.0837  0.5100  0.00
H  -3.6849  5.5728  -0.6692  0.00
H  -1.2413  1.4611  -3.6934  0.00
H  0.1759  -2.5531  3.5289  0.00
H  -1.2944  0.5691  -1.4121  0.00
C  2.3913  -2.0434  -0.8409  0.00
H  -2.2872  -2.7691  -2.5033  0.00
H  0.5663  4.1406  0.2922  0.00
C  -0.4180  1.6550  -3.0175  0.00
C  1.5859  2.0869  -1.1780  0.01
H  3.6356  -1.8101  0.9555  0.00
H  -1.9708  -2.1931  1.8285  0.00
H  3.5224  3.9212  1.0101  0.00
C  0.6824  2.4132  -3.3912  0.00
H  3.6397  2.1888  -0.7141  0.00
H  0.6877  -3.9548  -2.2464  0.00
C  0.9145  -3.5792  1.7394  0.00
H  -0.8475  -1.7788  -2.7197  0.00
C  -3.5979  4.5123  -0.4668  0.00
C  -2.4678  4.0349  0.1676  0.01
C  -3.3807  1.8087  0.0834  0.01
C  -3.9786  -1.5754  1.2297  0.00
H  2.6406  1.7006  0.6442  0.00
H  2.5538  3.2104  -2.7125  0.00
H  -2.0624  -1.3388  -1.5086  0.00
H  -0.0163  -4.1442  1.6322  0.00
H  3.2091  -1.5876  -2.7781  0.00
H  -1.5661  -3.4158  -0.2317  0.00
H  2.1116  -5.3376  1.9763  0.00
N  -4.3711  -0.3695  0.6856  0.00
H  2.0411  -0.3934  -2.2299  0.00
S  1.8149  0.2219  2.4585  -0.03
O  -1.2177  2.2082  0.9830  0.06
H  0.2179  -4.9765  -0.8781  0.00
C  -2.3412  2.6744  0.4263  0.01
N  -2.2125  -0.2428  0.9243  0.01
C  2.2607  -1.4606  -2.2458  0.00
C  -0.8226  -3.0491  -0.9409  -0.01
O  1.0795  3.3229  2.0545  0.01
H  -1.6696  4.6973  0.4776  0.00
S  1.5695  0.0321  5.4212  0.03
H  1.1197  -4.0119  3.8319  0.00
N  0.5219  1.3451  -0.8256  0.02
H  -5.4941  4.0264  -1.3736  0.00
C  -4.5128  2.3051  -0.5692  0.00
C  -0.1481  -4.2506  -1.6047  0.00
C  2.6920  2.3766  -0.2050  0.00
H  4.4804  -1.5634  -0.5756  0.00
Mo  -0.2127  0.6011  1.2363  1.78
S  -0.8015  0.1577  3.5652  0.03
C  0.8900  0.1465  3.9665  0.02
C  1.4029  4.2128  0.9898  0.00
C  2.6937  3.8218  0.3047  0.00
H  -4.6745  -2.3609  1.4679  0.00
C  1.0389  -3.1283  3.1915  0.00
C  1.6775  2.6247  -2.4614  0.00
C  -0.4479  1.1527  -1.7400  0.02
Sb  0.5796  -1.9650  0.3228  -0.01
H  3.3882  -0.3260  0.0444  0.00
H  0.7569  2.8318  -4.3881  0.00
H  1.9293  -2.5224  3.3551  0.00
H  2.0521  -4.8099  0.2993  0.00
H  -5.3045  1.6281  -0.8756  0.00
H  -0.8743  -4.7680  -2.2398  0.00
H  2.8894  4.5217  -0.5148  0.00
C  -3.2970  0.4239  0.5258  0.02

The following is a quantum chemistry calculation of a single C3H3NOS3 molecule at a distorted geometry, from the Open Molecules 2025 dataset.

Values from the calculation:
- strongest force on any atom (Eh/bohr) = 0.085
- ΔE to the lowest compared entry with this formula, charge and spin (kJ/mol) = 331.96
- molar mass (g/mol) = 165.3
- SMILES string = S=CO/N=C/C(=S)S
- HOMO energy (eV) = -8.928
- total energy (eV) = -39199.0011

Last column: natural (NBO) charge in e.
Cartesian coordinates (Å):
S  1.9859  2.0231  -0.0033  0.13
H  -3.1264  -1.2043  0.6148  0.21
N  -0.2716  -0.0721  -0.1014  -0.10
H  0.7881  -1.8003  -0.4253  0.24
S  3.5214  -0.4606  0.1829  0.04
H  0.5850  2.3003  -0.1578  0.18
S  -2.6890  1.1147  0.0880  -0.07
C  -2.3973  -0.5019  0.1838  0.05
C  2.0138  0.2572  -0.1049  -0.32
C  0.8524  -0.6433  -0.1489  -0.01
O  -1.2623  -1.0128  -0.1279  -0.35

The following is a quantum chemistry calculation of C39H34FGaNO13 as an isolated structure, from the Open Molecules 2025 dataset.

Values from the calculation:
- strongest force on any atom (Eh/bohr) = 0.011
- net charge = -1
- molar mass (g/mol) = 813.4
- HOMO energy (eV) = -4.970
- total energy (eV) = -124190.4878

Last column: Mulliken charge in e.
Cartesian coordinates (Å):
C  -3.7874  -7.2678  -4.7893  0.50
O  -1.4197  6.3812  5.7121  -0.61
C  1.1720  -11.7121  -4.5826  -0.38
C  5.5197  3.2993  4.5910  -0.42
C  1.1474  5.8747  0.1407  0.00
O  -0.4994  -2.4677  4.3285  -0.58
C  4.8581  3.8812  3.5963  -0.32
O  -2.7211  -3.4400  -3.8782  -0.53
H  5.3025  4.6323  2.9565  0.37
H  1.0520  2.6904  -2.9748  0.33
C  0.3149  0.8738  -2.0180  0.39
H  -2.7266  4.4781  4.4234  0.28
C  0.0285  6.2716  -0.7522  -0.36
H  0.8694  7.2887  3.4265  0.27
H  -0.7198  6.2666  -2.7363  0.42
C  0.1030  1.4392  -4.3958  -0.46
O  2.8463  4.0358  2.3778  -0.30
H  3.0831  4.9063  0.2322  0.47
H  3.1548  5.5542  4.8383  -0.17
H  -2.5273  -1.0514  5.0861  0.42
H  0.9669  4.5963  6.0358  -0.27
C  4.8696  2.2901  5.4625  0.31
H  -2.3698  -5.4186  -2.2374  0.43
C  -2.8258  -5.6880  -3.1814  -0.33
H  6.5494  3.5352  4.8273  0.39
C  -3.0379  -4.5802  -4.1426  0.31
H  -2.4793  -10.3371  -5.2130  0.46
C  0.5332  1.7654  -3.1813  -0.15
H  -2.5307  4.0928  2.8502  0.23
O  1.1415  6.0647  1.3339  -0.39
H  -1.7496  -12.4408  -6.3696  0.42
C  -0.4919  0.1400  1.9162  -0.39
F  2.1980  6.8477  7.0754  -0.54
H  -0.6964  5.4515  2.5675  -0.32
O  -2.0598  1.8874  1.7576  -0.60
H  0.2487  2.0807  -5.2556  0.47
H  -1.3793  -1.6556  -3.6501  0.65
H  0.7525  -1.5422  2.2575  0.48
C  2.7845  2.5480  4.1975  -0.08
H  1.7421  2.3463  3.9872  0.50
O  1.2462  5.0302  -3.8532  -0.64
C  -3.1748  -6.9363  -3.4782  -0.25
C  -0.4138  -0.3960  -2.2481  -0.64
H  2.1570  -12.1418  -4.4526  0.39
C  -0.8422  -1.4577  3.7504  0.31
O  -1.0021  -0.1500  -5.7379  -0.57
C  0.5132  7.1325  4.4428  -0.61
H  -3.7961  -4.0781  -6.1330  0.44
C  -0.1090  -0.9597  2.5604  -0.51
H  -0.9612  5.6101  6.0787  0.35
C  1.2427  5.3059  -2.6663  0.41
H  -3.0260  -7.7624  -2.7978  0.34
H  1.4293  -10.0415  -3.2997  0.42
C  -3.6565  -4.9091  -5.4534  -0.40
C  -1.0214  5.2777  3.5899  0.68
H  -3.2616  1.0145  3.8761  0.43
O  -0.9327  -9.0251  -3.6219  -0.45
O  -4.0975  -8.4060  -5.0748  -0.58
C  -2.4083  0.4240  3.5670  -0.34
C  -1.1045  -11.8857  -5.7005  -0.44
O  0.6108  -13.4604  -6.0558  -0.55
H  -0.8130  6.7638  -0.2802  0.48
H  3.1913  4.4020  -2.2484  0.43
H  2.9880  1.2535  5.8639  0.41
Ga  1.7453  5.9484  5.5448  0.27
H  0.4267  8.1011  4.9363  0.43
H  -0.3577  4.5282  4.0322  -0.06
O  0.7244  1.1918  -0.9207  -0.49
H  -4.4528  -6.4297  -6.6988  0.41
C  -1.4935  -10.7704  -5.0894  -0.19
H  -0.5694  -1.0250  -1.3799  0.50
C  -0.9028  6.5659  4.3832  -0.41
C  0.2569  -12.4451  -5.4980  0.33
C  -2.0180  -0.6728  4.2089  -0.39
C  2.3122  5.1808  -0.4763  -0.34
C  -4.0038  -6.1568  -5.7523  -0.41
C  0.7860  -10.5970  -3.9701  -0.37
N  -2.4236  4.8359  3.5272  -0.76
O  5.4824  1.7445  6.3587  -0.61
H  0.0255  0.5264  1.0463  0.80
C  -1.6828  0.9084  2.3627  0.37
C  3.4462  1.9706  5.1948  -0.42
C  0.0803  6.0049  -2.0553  -0.50
C  -0.5755  -10.0418  -4.1777  0.36
C  -0.6151  0.1592  -4.6308  0.27
C  -0.8456  -0.7331  -3.4607  -0.25
C  3.4435  3.5339  3.3034  0.12
H  -1.6074  7.2606  3.9151  0.37
C  2.3632  4.9191  -1.7794  -0.08

The following is a quantum chemistry calculation of a 19-piece molecular cluster, H37O19 overall at a distorted geometry, from the Open Molecules 2025 dataset.

Values from the calculation:
- strongest force on any atom (Eh/bohr) = 0.069
- ΔE to the lowest compared entry with this formula, charge and spin (kJ/mol) = 371.68
- net charge = -1
- molar mass (g/mol) = 341.3
- HOMO energy (eV) = -7.376
- total energy (eV) = -39504.4291

Last column: natural (NBO) charge in e.
Cartesian coordinates (Å):
O  2.3325  1.3943  -1.5417  -1.23
H  -3.6993  -0.3497  -1.4270  0.49
H  2.9026  1.9613  -2.0513  0.46
H  -3.0138  -0.6894  2.7028  0.49
H  0.4635  -3.4369  0.8605  0.49
H  0.3640  1.2943  -1.5718  0.50
O  3.1080  -0.8614  2.1850  -0.99
H  3.1277  0.0158  1.7518  0.50
H  2.9525  2.5579  0.8908  0.47
H  -2.4960  -0.5006  -0.3895  0.49
O  -3.2800  -0.9131  -0.7511  -0.98
H  2.4676  -1.4578  1.6353  0.50
H  2.3043  1.4038  0.3171  0.50
H  0.0291  1.5295  0.8088  0.51
H  1.3964  -2.1357  0.3765  0.50
O  -3.1430  -1.2747  3.5250  -0.96
H  1.3024  0.5089  3.4933  0.48
H  -1.3195  0.9067  0.6215  0.49
O  2.0730  -0.8708  -0.4282  -1.03
O  -0.7339  0.2485  -4.2887  -0.97
O  0.1728  -3.3249  -2.6325  -0.98
H  0.1468  -0.3113  -1.2684  0.51
H  -1.0532  3.6575  3.3848  0.45
H  1.5581  2.7518  -1.5582  0.49
H  -2.5418  -2.9577  -0.8110  0.50
O  -0.2555  0.6005  -1.3919  -1.03
H  -2.5496  3.5227  -2.0122  0.49
O  0.8036  -2.5682  1.0095  -1.02
H  0.1973  3.1669  0.1497  0.54
H  -1.5495  -2.2840  -0.0773  0.48
H  2.3073  3.6506  -0.5774  0.44
O  -1.6144  0.3235  1.3600  -1.04
H  -1.1369  2.5780  2.3385  0.50
H  -0.9474  0.5741  -3.4193  0.49
O  -1.5970  -3.1277  -0.5865  -0.97
H  0.1011  -4.2366  -2.3393  0.47
H  2.3848  -0.3771  -4.0428  0.47
H  -0.3620  -2.7037  -2.1052  0.50
H  -2.0467  -2.9789  3.2216  0.50
H  2.1529  -0.9574  -1.3850  0.52
O  1.8219  -0.3487  -3.2701  -1.02
O  1.5824  3.7343  -1.2080  -1.00
H  2.5742  0.0243  -0.3685  0.52
H  -2.3122  -0.8183  3.7684  0.47
H  -0.7911  0.0363  1.9296  0.53
O  -1.7178  -3.7456  2.7027  -0.99
O  0.7210  -0.1858  3.1617  -0.99
O  2.8574  1.6481  1.1806  -0.99
O  -0.2110  2.4363  0.6477  -1.05
O  -2.8826  2.6286  -1.9802  -0.98
H  -0.5779  -0.6971  -4.2236  0.48
H  -1.7407  -3.5563  1.7587  0.47
H  -2.4880  1.9751  -1.4222  0.49
O  -1.4899  2.8219  3.2155  -0.96
H  1.9045  0.5363  -2.8070  0.50
H  1.4408  -0.8183  2.9387  0.50

Q: Which of these has the lowest total energy?
A: C39H34FGaNO13

Q: Number 4 is which compound?
A: H37O19

Q: total energy of number 3 (C39H34FGaNO13)?
A: -124190.4878 eV

Q: Among the records above, which one has the highest total energy?
A: C3H3NOS3